[1]
109
Properties=species:S:1:pos:R:3 method="wB97M-V/def2-TZVPD" charge=-1 max_force_ev_per_a=7.648 e_lumo_ev=1.25 energy_ha=-5685.380795 orbital_gap_ev=4.858
C -3.09497 -4.02433 -2.45291
C 2.72384 2.11970 1.66714
H -4.01945 -4.55315 -2.70175
Ga 1.69843 3.79999 2.29411
H -6.04229 0.91922 -8.38609
H -7.66490 -0.47298 -0.50134
C -5.85212 1.90347 -7.94868
C 1.42070 -2.67560 -1.32482
H 1.53909 5.59816 -0.37577
C 10.36761 4.87141 6.37195
N 0.26270 3.47430 3.55453
O -7.37918 2.65732 -4.75130
H -5.24185 -6.46971 -3.82504
H -5.97265 0.59184 -3.51715
H -0.78281 -4.47861 -3.52628
H 0.37453 -2.37085 -1.22468
H -5.03472 -0.93080 -3.54278
O -6.08547 -5.93474 -2.05610
C -0.90128 -5.15041 -2.66052
H -3.38572 -5.56829 -0.45033
C 4.16949 3.63121 4.87265
O 1.52689 0.05226 -1.96492
N 10.14116 4.84582 4.94178
C -5.30632 -0.05709 -2.94258
O -4.11958 -1.74402 -1.04307
H -5.94810 -9.73271 -3.94716
H 10.45012 5.91182 6.70074
H -5.62237 -8.24767 -0.57867
H 3.28749 -3.63514 -3.11531
N -2.10797 -4.98823 -2.01291
H 1.48937 -3.76663 -1.31239
H 2.68207 6.05323 3.58670
H 1.73977 3.33917 6.25101
H 5.15061 5.44520 3.85928
O 3.84124 1.44569 -0.20831
H -8.67522 3.20117 -7.15377
C 9.02875 5.48003 4.42981
H -0.15957 3.56602 6.29050
C -5.14716 -9.05117 -3.64701
H 3.46570 5.74863 1.90024
H -6.12299 -9.75363 -1.40357
H 2.02553 1.24713 1.31396
H 1.98999 -2.26068 -0.48749
H 3.63664 4.37568 5.63219
H -7.31383 1.02979 -1.39337
H 5.50374 3.51863 6.74100
H 11.13464 3.10406 4.39726
H 3.40703 2.79281 4.57792
H 0.52575 1.85163 6.70654
H -5.48556 2.36877 -5.42803
H 0.38646 0.24740 5.03176
C 11.09141 4.15442 4.09568
H 6.53120 3.50830 5.16080
C 1.94657 -0.77901 -2.76052
C -5.66579 -6.76600 -2.85170
H 5.10546 3.93430 2.70980
N 1.94973 -2.14394 -2.56368
H -2.36630 -6.86188 -1.14775
N -6.87280 2.18168 -6.95990
C -6.56694 2.41674 -5.63589
H 1.71464 0.48926 3.71016
H -0.20410 0.59291 3.25802
O 8.18830 6.08101 5.08753
N -5.66263 -8.13094 -2.65486
H 2.83085 -2.52975 -4.43700
C -6.19166 -8.66260 -1.41600
C 4.48921 4.51585 3.52176
H 8.95292 5.39941 3.33316
C 3.09801 5.19956 2.89433
C 0.64212 0.84751 4.03220
H -4.32487 -9.62214 -3.20649
O -0.02523 -5.94469 -2.34150
H 9.51317 4.40959 6.87595
H 0.28873 3.52983 -0.44494
Cl 5.54764 0.63457 7.78314
S 5.68731 1.24302 5.75355
H -2.74648 -3.47693 -3.33307
O 3.58044 2.51482 0.51560
O 4.57488 0.46046 4.96130
H 12.07619 4.61342 4.22121
P 0.65746 4.70802 0.35067
H 2.98165 1.28089 -0.73216
H 3.45111 1.67029 2.47871
C 0.53161 2.43796 4.41255
H 2.37051 -0.48271 -3.73386
H -5.84307 -1.61366 0.02447
H -5.89866 2.66765 -8.72968
C -2.39882 -5.80801 -0.85503
C -5.26077 -1.33479 -0.86887
S -0.99529 5.53474 0.96290
C 0.71682 2.81587 6.02982
C -7.30268 -0.06251 -1.44796
C 2.46520 -3.06417 -3.55583
O 7.08425 0.85052 5.20534
H 1.66426 -3.74572 -3.85598
H -8.34590 2.01041 -8.44698
H -3.28405 -3.31613 -1.64125
C -8.25948 2.21374 -7.37628
H -7.23783 -8.35785 -1.31586
H -4.85535 1.90997 -7.49902
H 10.79898 4.21411 3.04367
H -7.95725 -0.39645 -2.25798
H -4.78151 -8.51674 -4.52818
C 5.52965 3.10494 5.62301
H -1.63452 -5.63070 -0.09229
H -8.81820 1.46111 -6.81169
N -5.95171 -0.50378 -1.72551
H 11.28260 4.33049 6.62770
H -4.39426 0.48858 -2.68226

=====

[2]
102
Properties=species:S:1:pos:R:3 method="wB97M-V/def2-TZVPD" charge=+1 max_force_ev_per_a=1.106 e_lumo_ev=-2.52 energy_ha=-1991.822161 relative_energy_kcal_mol=0.0 orbital_gap_ev=7.742
N -2.33415 -0.37462 -3.11062
H -9.01645 0.04359 -6.66226
H 2.35946 0.08384 5.32950
C 1.40267 0.72359 -2.80322
C -0.46702 -1.36914 4.81048
H 8.11420 0.81622 9.83367
C 1.34268 0.18744 5.70482
H -2.30358 -0.39329 -5.17678
N -9.48450 -1.79353 -7.54286
H 1.26148 -0.32436 6.65702
N 3.73578 -3.18949 -1.24983
H -5.62083 3.82406 -3.14221
H 4.68419 -5.00339 -1.67174
H -0.77791 2.90951 -1.11573
H -7.84100 3.40926 -3.74687
H -4.84924 2.44069 -2.35220
O 5.27277 0.14094 5.90636
C 9.28531 1.99411 8.74482
H -6.96009 4.32984 -4.99129
H 3.00271 -4.91277 -2.21278
H -1.71122 0.72638 -0.13723
H 7.09492 1.79004 7.18099
C 6.96182 1.22178 8.09297
C -0.46321 2.53262 -0.14229
H -9.10267 -3.64178 -5.52138
O -10.86016 -3.48515 -8.06830
H 10.37614 3.25658 7.43353
H 0.62846 -0.54424 -0.01827
O -1.14619 -1.67855 3.84141
H -0.31556 0.88073 -5.51569
H 4.97219 0.62601 1.71218
H 1.08478 -3.64517 -1.87529
C 4.24188 0.29097 2.45162
H 8.62952 3.53589 7.39249
H 6.08965 1.60527 8.62618
H -8.36227 3.34888 -5.43539
N 8.12956 1.31203 8.95635
H -8.62783 -1.36768 -5.66882
C 4.65797 -1.71988 4.53460
H 0.55378 -3.15824 -0.25652
H -2.08046 0.22552 -2.33261
H -2.42799 1.23938 -4.51662
H 1.12476 1.24674 5.84690
H -3.97328 3.35836 -3.59219
H 4.87129 1.57999 4.02754
O 10.18386 1.97213 9.56956
H -1.07361 3.03663 0.59917
H -3.34855 -0.41447 -3.06684
C 4.90929 -0.25701 4.81262
H -1.33117 -2.85433 6.05172
C -10.19639 -2.90683 -7.22435
H -9.57435 -1.52621 -8.51048
C 1.36612 -3.60788 -0.82188
H 1.52598 -0.31917 -3.08537
H 3.29275 0.79957 2.25986
C 3.92463 -4.35324 -2.10428
H 0.45396 2.30058 -3.92369
H 4.85423 -2.28165 5.44236
N -5.46979 2.09148 -4.31808
H -7.62558 -0.96362 -7.07077
C -6.61941 2.20683 -5.04619
C -8.64298 -0.97863 -6.68121
H -0.60890 1.54529 -2.74502
H 0.44088 0.06502 3.79409
N 0.27598 0.17107 -0.66708
O 2.62521 -1.76436 0.07034
H 4.26265 -4.03163 -3.08906
H -4.93585 1.26938 -4.55078
H 0.05716 -0.54054 -4.57561
C -4.95610 2.98170 -3.29628
H 1.84061 2.92009 -1.69549
C -7.49767 3.40418 -4.78216
H 2.32031 0.23084 -1.00645
H 2.74439 2.30462 -0.35594
C 2.61417 -2.78190 -0.63169
H 6.77993 0.18200 7.83441
H 9.32688 2.10440 6.59508
C -1.95626 0.26063 -4.38376
H 3.62001 -1.88447 4.23849
C -0.45912 0.41409 -4.54463
H 0.37181 -2.53628 6.40881
C -0.57903 -2.07669 6.13671
C 1.76157 2.28640 -0.81052
C 0.16345 1.35327 -3.48784
C -0.69899 1.05266 0.07292
O 0.87900 2.81029 0.15397
N 4.69631 0.61595 3.78986
N 0.43018 -0.35378 4.70961
H 4.09422 -0.77706 2.34212
H -10.50739 -2.62667 -5.11219
H 4.53256 -2.59482 -1.07582
C 9.40524 2.77162 7.45448
O -6.90171 1.35921 -5.87355
H -0.88149 -1.38020 6.91916
H -10.74364 -4.27823 -5.70035
C -10.12823 -3.38906 -5.79381
H 2.28186 1.23298 -3.18753
C 1.47346 0.84463 -1.28657
H -0.54951 0.86650 1.12923
H 5.32185 -2.08243 3.74908
H 1.51775 -4.62169 -0.45369
H -0.21490 -0.35015 -1.39915